2 unconnected molecules or ions with the total composition C28H48IN3O2SSi in a non-equilibrium geometry, computed with wB97M-V/def2-TZVPD.

## Properties
* LUMO level: -1.071 eV
* charge: 0
* orbital gap: 0.28244 Eh
* SMILES string: [H]/N=C/C[Si@@](CCCCCCCCCCCCCCCC)(N=C=S)[C@H](I)CC.O=[N+]([O-])c1ccccc1
* 2S+1: 1
* strongest force on any atom: 8.885 eV Å⁻¹

```
84
C28H48IN3O2SSi | the Open Molecules 2025 dataset | wB97M-V/def2-TZVPD
H 7.2772 3.7248 -2.6397
N 7.2689 3.0642 -1.8087
C 6.6061 1.9395 -2.2360
C 6.2999 0.5877 -1.3613
Si 5.2475 0.8492 0.2294
C 4.7675 -0.9523 0.8491
C 3.3876 -1.5085 0.1361
C 3.0992 -3.0152 0.7379
C 3.1334 -4.1963 -0.4142
C 2.1282 -5.4608 -0.0281
C 0.5245 -5.0025 -0.1132
C -0.0229 -4.9964 -1.6845
C -1.5779 -4.4709 -1.6814
C -1.7057 -2.8126 -1.7400
C -3.2469 -2.2849 -1.4746
C -3.3475 -1.1262 -0.3049
C -4.4834 -1.4524 0.8571
C -4.5032 -0.1693 1.9006
C -3.0997 -0.0471 2.7967
C -2.2344 1.3114 2.4268
C -0.6461 0.9424 2.0875
N 6.2533 1.5417 1.6001
C 6.5630 2.8562 1.3523
S 6.8337 4.5438 1.3123
C 3.5770 1.7690 -0.0352
I 3.7453 3.7975 -0.8358
C 2.6838 1.8541 1.3441
C 3.3757 2.7064 2.5610
H 6.2215 1.9339 -3.3659
H 5.8688 -0.2585 -2.0771
H 7.3610 0.1794 -0.9967
H 4.7028 -1.0144 2.0175
H 5.6399 -1.6615 0.4542
H 2.4340 -0.8664 0.3565
H 3.4906 -1.6110 -1.0453
H 3.9798 -3.2648 1.4922
H 2.0991 -3.0768 1.3763
H 2.7595 -3.7555 -1.4354
H 4.2429 -4.6103 -0.4886
H 2.3001 -6.3609 -0.7698
H 2.3384 -5.8333 1.0677
H -0.1424 -5.7692 0.4680
H 0.3516 -3.9313 0.3533
H 0.0855 -6.0564 -2.2079
H 0.6755 -4.2173 -2.2526
H -2.1667 -4.8387 -0.7108
H -2.1192 -4.9643 -2.6075
H -1.3470 -2.4888 -2.8310
H -0.9203 -2.3815 -0.9555
H -3.8588 -3.2268 -1.0933
H -3.6715 -1.9133 -2.5055
H -2.2834 -1.0638 0.1932
H -3.5824 -0.0651 -0.7889
H -5.5309 -1.4624 0.3229
H -4.2577 -2.4895 1.4034
H -4.6238 0.8057 1.2466
H -5.4286 -0.2407 2.6305
H -3.3646 -0.0648 3.9588
H -2.4701 -1.0091 2.5378
H -2.7406 1.8803 1.5254
H -2.2306 1.9924 3.3978
H -0.4920 -0.2221 1.9787
H -0.3753 1.4560 1.0625
H 0.0190 1.3810 2.9608
H 2.9349 1.1085 -0.7948
H 2.4352 0.7757 1.7912
H 1.6527 2.3824 1.0571
H 4.0237 3.6262 2.2161
H 2.4908 3.1282 3.2244
H 4.0953 2.0466 3.2416
O -4.6531 2.9351 1.1944
N -4.7710 2.7092 -0.0192
O -4.4647 1.6404 -0.5668
C -5.3051 3.7829 -0.8657
C -5.6294 5.0211 -0.2943
C -6.1141 6.0464 -1.1086
C -6.2771 5.8341 -2.4784
C -5.9633 4.5966 -3.0431
C -5.4750 3.5645 -2.2393
H -5.5080 5.2024 0.7714
H -6.3623 7.0131 -0.6756
H -6.6501 6.6384 -3.1102
H -6.0958 4.4380 -4.1111
H -5.2320 2.6070 -2.6951
```

A molecular structure, C28H48N6O4PPdS3 in a non-equilibrium geometry, computed with wB97M-V/def2-TZVPD.

## Properties
* LUMO level (spin up / spin down): -3.463 / -3.464 eV
* charge: +1
* orbital gap (spin up / spin down): 0.24602 / 0.24594 Eh
* 2S+1: 1
* strongest force on any atom: 1.032 eV Å⁻¹

```
91
C28H48N6O4PPdS3 | the Open Molecules 2025 dataset | wB97M-V/def2-TZVPD
Pd 0.4534 -1.2903 -0.6443
C -2.4411 -2.7179 -2.1970
C -1.1193 -3.0047 -2.8366
N 0.0090 -2.4333 -2.4962
C 1.0783 -2.8564 -3.2821
C 0.7387 -3.7622 -4.2234
S -0.9336 -4.0997 -4.1344
C 2.3815 -2.2185 -3.0333
C 3.5672 -2.3981 -3.6555
S 4.7186 -1.3068 -3.0200
C 3.5519 -0.6551 -1.9409
N 2.3873 -1.2310 -2.0688
C 3.8379 0.4486 -0.9686
H -2.2852 -2.1250 -1.3038
H -2.9667 -3.6345 -1.9313
H -3.0776 -2.1522 -2.8784
H 1.3750 -4.2437 -4.9547
H 3.8269 -3.1009 -4.4375
H 4.7626 0.2709 -0.4206
H 3.0126 0.5169 -0.2646
H 3.9387 1.4023 -1.4926
C 3.4940 -1.2264 3.0158
C 2.0855 -0.9194 3.5563
C 1.9613 0.6204 3.6344
C 1.9461 -1.5267 4.9582
P 0.8401 -1.5544 2.2952
N 0.8634 -0.5059 1.0730
C 1.2768 -3.3064 1.7691
C 1.6196 -4.2634 2.9141
C 2.4596 -3.2767 0.7842
C 0.0709 -3.8759 0.9976
C -0.8865 -1.5619 3.0832
C -1.0396 -0.2002 3.7838
C -1.9499 -1.5984 1.9681
C -1.1665 -2.6790 4.1022
H 4.2191 -0.6656 3.6124
H 3.6003 -0.9122 1.9746
H 3.7523 -2.2806 3.1061
H 2.9221 1.0289 3.9673
H 1.2056 0.9400 4.3537
H 1.7290 1.0547 2.6598
H 2.7544 -1.1330 5.5837
H 2.0310 -2.6127 4.9631
H 1.0080 -1.2531 5.4404
H 2.5491 -3.9909 3.4121
H 1.7600 -5.2661 2.4941
H 0.8343 -4.3294 3.6635
H 3.4163 -3.1482 1.2761
H 2.3793 -2.4817 0.0498
H 2.4897 -4.2283 0.2455
H -0.7434 -4.1645 1.6542
H 0.3883 -4.7642 0.4463
H -0.3472 -3.1801 0.2651
H -0.7940 0.6277 3.1127
H -0.4245 -0.1204 4.6790
H -2.0824 -0.0889 4.0966
H -1.6250 -1.0274 1.0970
H -2.8678 -1.1291 2.3363
H -2.2071 -2.6092 1.6592
H -0.4058 -2.7385 4.8804
H -1.2578 -3.6598 3.6354
H -2.1215 -2.4747 4.5995
C -3.3457 8.6559 -2.1172
C -2.3344 7.5082 -2.2000
S -3.1701 5.9654 -1.9620
O -3.3592 5.7598 -0.5436
O -4.2989 5.9009 -2.8572
C -1.9946 4.7460 -2.5081
C -2.6692 3.3858 -2.3192
N -1.7226 2.2647 -2.3984
C -1.3101 1.5509 -1.3333
N -0.4874 0.5780 -1.7000
C -0.3555 0.6558 -3.0554
C -1.1136 1.6872 -3.4962
N -1.2817 2.1188 -4.8570
O -0.6875 1.4891 -5.7090
O -1.9025 3.1533 -5.0509
C -1.7111 1.8135 0.0801
H -2.8238 9.6078 -2.2091
H -3.8732 8.6456 -1.1617
H -4.0825 8.5804 -2.9150
H -1.5851 7.5557 -1.4077
H -1.8483 7.4494 -3.1774
H -1.1102 4.8532 -1.8750
H -1.7587 4.9407 -3.5527
H -3.4619 3.2476 -3.0433
H -3.1075 3.3459 -1.3274
H 0.2642 -0.0003 -3.6430
H -2.7635 1.5657 0.2490
H -1.5686 2.8603 0.3554
H -1.0904 1.1880 0.7208
```

A molecular structure, C28H49F3INO7S2 in a non-equilibrium geometry, computed with wB97M-V/def2-TZVPD.

## Properties
* LUMO level: -2.243 eV
* charge: 0
* orbital gap: 0.28612 Eh
* 2S+1: 1
* strongest force on any atom: 9.967 eV Å⁻¹

```
91
C28H49F3INO7S2 | the Open Molecules 2025 dataset | wB97M-V/def2-TZVPD
O 2.5008 2.0565 -3.2650
C 1.7133 1.5460 -2.4207
O 1.9869 0.3645 -1.6027
C 0.7884 0.0955 -0.7500
C 1.5370 -0.5660 0.5523
S 0.3997 -1.3445 1.7822
O 0.2822 -0.4498 3.0200
O 1.1484 -2.5861 2.2848
C 0.0800 -1.0908 -1.5467
C 0.9257 -2.3747 -1.9775
C 0.3532 -3.6059 -2.7183
N -1.0394 -3.6902 -3.0526
C -1.8111 -2.5408 -2.6983
C -1.3951 -1.2220 -1.9990
C 0.2666 1.5977 -0.6855
I 1.9872 2.8751 -0.0192
S -1.3034 2.1956 0.0061
O -2.5309 1.3148 -0.1041
O -1.6752 3.4381 -0.8128
C -1.3874 2.7649 1.7749
F -0.3658 3.6074 2.2443
F -1.6658 1.7192 2.7259
F -2.5915 3.5708 1.8378
O 0.3382 1.9616 -2.1150
H 2.2250 0.1504 1.1060
H 2.2387 -1.4123 0.1741
H -0.8261 -1.7639 1.2767
H 2.0591 -2.4317 -1.7357
H 1.0231 -4.5013 -3.0172
H -2.9325 -2.6200 -2.9824
H -2.1320 -0.3834 -1.8188
C 5.0743 -4.2815 1.5206
C 4.5975 -5.3585 2.4848
C 3.7092 -4.8146 3.6052
C 4.3818 -3.8071 4.5425
C 5.6436 -4.3103 5.2462
C 5.3867 -5.4959 6.1667
H 5.6980 -3.5374 2.0217
H 5.6739 -4.7302 0.7227
H 4.2264 -3.7690 1.0577
H 5.4593 -5.8903 2.9002
H 4.0238 -6.1017 1.9193
H 3.3273 -5.6577 4.1908
H 2.8290 -4.3366 3.1601
H 3.6512 -3.5005 5.3004
H 4.6306 -2.8986 3.9831
H 6.0581 -3.4900 5.8425
H 6.4120 -4.5744 4.5130
H 4.6528 -5.2389 6.9359
H 6.3129 -5.7888 6.6690
H 5.0208 -6.3644 5.6149
C -9.3502 -3.0372 -2.7181
C -7.9820 -2.4035 -2.9266
C -6.8798 -3.4261 -3.2088
C -6.6114 -4.4265 -2.0800
C -6.2413 -3.8062 -0.7316
C -4.9488 -3.0026 -0.7743
H -9.3627 -3.6943 -1.8453
H -10.1031 -2.2603 -2.5560
H -9.6491 -3.6185 -3.5944
H -7.7236 -1.7886 -2.0589
H -8.0432 -1.7178 -3.7794
H -5.9552 -2.8890 -3.4467
H -7.1400 -3.9886 -4.1132
H -5.8021 -5.0952 -2.3970
H -7.4902 -5.0657 -1.9428
H -6.1258 -4.6126 0.0006
H -7.0551 -3.1736 -0.3643
H -4.1123 -3.6291 -1.0972
H -4.7151 -2.6147 0.2212
H -5.0254 -2.1492 -1.4523
C 1.3579 6.1509 -2.1443
C 2.3714 6.5998 -1.1009
C 1.7995 7.5999 -0.0946
C 1.3291 8.9302 -0.6907
C 2.3919 9.7108 -1.4660
C 3.5741 10.1353 -0.6050
H 1.0149 6.9855 -2.7598
H 1.8096 5.4120 -2.8135
H 0.4875 5.6885 -1.6703
H 3.2537 7.0152 -1.5977
H 2.7177 5.7167 -0.5514
H 2.5537 7.7928 0.6760
H 0.9526 7.1362 0.4252
H 0.9513 9.5588 0.1244
H 0.4736 8.7514 -1.3510
H 1.9253 10.6095 -1.8840
H 2.7500 9.1268 -2.3194
H 3.2426 10.7582 0.2307
H 4.2817 10.7188 -1.2004
H 4.1117 9.2737 -0.2032
```

A molecular structure, C28H49GeIN6O2Ti, computed with wB97M-V/def2-TZVPD.

## Properties
* LUMO level (spin up / spin down): -10.133 / -11.117 eV
* charge: +3
* orbital gap (spin up / spin down): 0.23929 / 0.20426 Eh
* 2S+1: 2
* strongest force on any atom: 0.935 eV Å⁻¹

```
88
C28H49GeIN6O2Ti | the Open Molecules 2025 dataset | wB97M-V/def2-TZVPD
Ti -1.0315 1.0686 1.0426
N -2.5915 2.2346 2.0338
C -2.9867 3.5354 1.4298
C -1.7725 4.1393 0.7551
N -1.0426 3.1625 -0.1123
C 0.3540 3.6316 -0.2840
C 1.0951 3.5801 1.0361
N 0.5731 2.4351 1.8497
C -1.6542 3.0861 -1.4664
C -2.8429 2.1523 -1.4819
N -2.4929 0.9451 -0.6905
H -3.4008 1.6253 2.1439
H -2.2586 2.3700 2.9913
H -3.3621 4.2168 2.1938
H -3.8090 3.3586 0.7446
H -1.0876 4.4831 1.5287
H -2.0454 5.0230 0.1720
H 0.3785 4.6406 -0.7081
H 0.8274 2.9698 -1.0119
H 1.0034 4.5032 1.6047
H 2.1602 3.4344 0.8620
H 0.1981 2.8033 2.7258
H 1.3756 1.8983 2.1778
H -0.8848 2.7101 -2.1403
H -1.9272 4.0828 -1.8222
H -3.1116 1.8888 -2.5056
H -3.7283 2.6074 -1.0492
H -2.1804 0.2211 -1.3343
H -3.3205 0.5392 -0.2613
C -4.5440 -1.8301 1.1251
C -3.2000 -2.4772 1.2263
N -3.1564 -3.8044 1.1734
C -2.0118 -4.4648 1.3299
C -0.7938 -3.8607 1.6123
C 0.4566 -4.6865 1.8314
O 0.2325 -6.0568 1.6733
C -0.7959 -2.4547 1.6409
C 0.3021 -1.6888 2.1672
N 0.4365 -0.3964 2.1515
C 1.4479 0.0277 3.1115
C 2.8036 -0.1481 2.8550
C 3.7552 0.2710 3.7762
C 3.3543 0.8645 4.9622
C 2.0032 1.0050 5.2445
C 1.0469 0.5837 4.3270
I -0.9600 0.6818 4.8824
C -2.0025 -1.7854 1.4020
O -1.9444 -0.4397 1.3482
H -5.2156 -2.4878 0.5793
H -4.5223 -0.8606 0.6229
H -4.9659 -1.6759 2.1205
H -2.0666 -5.5416 1.2419
H 0.8897 -4.4550 2.8129
H 1.2033 -4.4006 1.0828
H 0.0630 -6.4796 2.5215
H 1.0342 -2.2552 2.7425
H 3.1239 -0.6575 1.9556
H 4.8055 0.1175 3.5693
H 4.0873 1.1920 5.6867
H 1.6929 1.4227 6.1932
C -0.2450 -2.5247 -5.7560
C -0.3103 -1.1485 -5.1132
C -0.0598 -1.2071 -3.6067
C -0.1382 0.1917 -2.9598
Ge 0.4850 -0.0693 -1.1351
C 2.3163 0.4152 -0.7340
C 3.1399 -0.7338 -1.3889
C 3.5312 -0.4438 -2.8348
C 4.2803 -1.6103 -3.4628
H -0.4014 -2.4580 -6.8309
H -1.0078 -3.1904 -5.3500
H 0.7288 -2.9893 -5.5927
H -1.2884 -0.6906 -5.2907
H 0.4281 -0.4829 -5.5692
H 0.9278 -1.6562 -3.4351
H -0.7845 -1.8769 -3.1308
H -1.1252 0.6262 -3.1125
H 0.5832 0.8754 -3.4165
H 0.0206 -1.4209 -0.5714
H 2.4670 0.4734 0.3385
H 2.5822 1.3780 -1.1715
H 2.6189 -1.7004 -1.3235
H 4.0415 -0.8717 -0.7851
H 4.1488 0.4578 -2.8514
H 2.6422 -0.2125 -3.4331
H 5.1991 -1.8272 -2.9173
H 4.5548 -1.3916 -4.4929
H 3.6712 -2.5165 -3.4655
```

A molecular structure, C28H49N2OP3PmS in a non-equilibrium geometry, computed with wB97M-V/def2-TZVPD.

## Properties
* LUMO level (spin up / spin down): -9.535 / -9.405 eV
* charge: +3
* orbital gap (spin up / spin down): 0.24885 / 0.25375 Eh
* 2S+1: 5
* strongest force on any atom: 2.971 eV Å⁻¹

```
85
C28H49N2OP3PmS | the Open Molecules 2025 dataset | wB97M-V/def2-TZVPD
Pm 0.8068 -0.1953 -0.4650
P -1.6890 -1.5640 -1.1712
P 1.8428 -2.6040 0.5889
P 1.1206 -1.3091 -3.1796
H -0.6258 4.5558 0.6894
C -0.7881 4.7077 -0.3870
C -1.7562 4.0569 -1.0569
H -2.4139 3.3385 -0.5411
C -2.9383 -1.1450 0.0996
C -1.8500 -3.3990 -1.0923
C -2.6825 -1.1766 -2.6715
C 3.5236 -2.3422 1.2503
C 0.9955 -3.2369 2.0759
C 2.0756 -4.1389 -0.3641
C 0.6095 -0.2060 -4.5580
C 0.5580 -2.9259 -3.8312
C 2.9208 -1.3872 -3.5327
H -0.1236 5.4157 -0.8978
H -1.8100 4.0877 -2.1571
H -3.2143 -0.0884 0.0261
H -2.5285 -1.3195 1.0989
H -3.8382 -1.7618 -0.0246
H -1.3881 -3.7673 -0.1643
H -1.3557 -3.8758 -1.9486
H -2.9186 -3.6624 -1.0910
H -2.9890 -0.1225 -2.6200
H -3.5823 -1.8094 -2.6994
H -2.0991 -1.3271 -3.5892
H 3.8774 -3.2872 1.6777
H 3.5061 -1.5684 2.0272
H 4.1988 -2.0213 0.4484
H 1.5619 -4.0970 2.4524
H -0.0269 -3.5478 1.8324
H 0.9471 -2.4632 2.8506
H 2.6299 -4.8414 0.2694
H 2.6454 -3.9393 -1.2790
H 1.1067 -4.5718 -0.6370
H 1.2367 -0.4296 -5.4333
H 0.7470 0.8452 -4.2725
H -0.4460 -0.3776 -4.8051
H 1.1272 -3.1539 -4.7431
H -0.5121 -2.8957 -4.0718
H 0.7381 -3.7126 -3.0882
H 3.0460 -1.5783 -4.6082
H 3.3783 -2.2014 -2.9546
H 3.4062 -0.4378 -3.2687
C 2.7727 2.8595 -2.6192
C 4.1485 2.5708 -2.7374
C 4.9574 3.3763 -3.5540
C 4.4139 4.4539 -4.2645
C 3.0549 4.7619 -4.1088
C 2.2369 3.9825 -3.2849
S 1.6551 1.8104 -1.7250
H 2.2908 1.3204 -0.4710
H 4.5648 1.7167 -2.1907
H 6.0224 3.1541 -3.6466
H 5.0504 5.0580 -4.9182
H 2.6281 5.6131 -4.6424
H 1.1785 4.2222 -3.1502
C -2.0953 0.4662 5.7580
N -1.0837 0.5234 4.7220
N -1.3826 0.7012 3.4104
C -0.2240 0.6320 2.6788
O -0.1895 0.5801 1.3802
C 0.8234 0.4984 3.6271
C 0.2408 0.3642 4.8697
C 0.8405 0.0526 6.1887
C -2.7360 0.8249 2.9609
C -3.0772 1.9260 2.1717
C -4.4036 2.0931 1.7830
C -5.3735 1.1603 2.1708
C -5.0099 0.0321 2.9117
C -3.6867 -0.1359 3.3204
H -2.8608 1.2393 5.6264
H -1.6010 0.6365 6.7191
H -2.5834 -0.5169 5.8006
H 1.8709 0.4485 3.3865
H 0.7115 0.8659 6.9187
H 0.4278 -0.8693 6.6308
H 1.9177 -0.1031 6.0558
H -2.2989 2.6351 1.8905
H -4.6832 2.9563 1.1780
H -6.4191 1.3077 1.8932
H -5.7450 -0.7283 3.1706
H -3.3840 -1.0093 3.9063
```

Number 4 is which compound?
C28H49GeIN6O2Ti

Number 4 is which compound?
C28H49GeIN6O2Ti

Number 4 is which compound?
C28H49GeIN6O2Ti